Below is 8 unconnected molecules or ions with the total composition C16H48O8, with properties calculated with the ωB97M-V functional and the def2-TZVPD basis.

The geometry in ORCA input format:
```
! RIJCOSX wB97M-V def2-TZVPD def2/J DEFGRID3
* xyz 0 1
C -0.3103 6.0239 1.9162
C 0.8838 5.7729 1.0340
O 1.5785 4.6211 1.5527
H 0.0026 6.1394 2.9533
H -0.9934 5.1758 1.8474
H -0.8462 6.9169 1.5965
H 1.5565 6.6359 1.0043
H 0.5680 5.5781 0.0037
H 2.2551 4.3675 0.9189
C 0.7987 1.1948 0.5115
C 0.1496 -0.0573 1.0513
O -0.2291 -0.9121 -0.0212
H 0.0529 1.9332 0.2156
H 1.3765 0.9406 -0.3776
H 1.4835 1.6635 1.2205
H -0.7501 0.2215 1.6062
H 0.8257 -0.5957 1.7194
H 0.2832 -1.7339 0.0067
C -0.0248 2.4370 4.1405
C 1.4807 2.4934 4.3276
O 1.9795 3.8123 4.2559
H -0.3888 1.4086 4.1082
H -0.2927 2.9295 3.2031
H -0.5088 2.9661 4.9619
H 1.9643 1.8705 3.5625
H 1.7407 2.1047 5.3114
H 1.8202 4.1342 3.3572
C -0.8822 -4.8335 -3.0351
C 0.0754 -3.6783 -2.8146
O 1.4413 -4.0924 -2.9251
H -0.6530 -5.4030 -3.9365
H -1.9251 -4.5075 -3.0680
H -0.8395 -5.5467 -2.2028
H -0.0141 -3.2812 -1.8055
H -0.1412 -2.8928 -3.5432
H 1.6606 -4.1605 -3.8580
C -2.3155 -0.6873 -4.4419
C -2.1902 -0.6973 -2.9439
O -0.8800 -0.2410 -2.5955
H -1.9209 0.2519 -4.8318
H -3.3498 -0.7862 -4.7743
H -1.7349 -1.4998 -4.8820
H -2.3003 -1.7065 -2.5281
H -2.9159 -0.0337 -2.4593
H -0.7664 -0.5065 -1.6679
C 4.3450 0.7799 -1.6427
C 3.3886 -0.3691 -1.6683
O 4.0495 -1.4664 -2.3037
H 3.9147 1.6434 -1.1312
H 4.5875 1.0934 -2.6620
H 5.2963 0.5360 -1.1667
H 2.5075 -0.0619 -2.2426
H 3.0960 -0.6604 -0.6545
H 3.4701 -2.2341 -2.2688
C -4.0458 0.0215 1.2464
C -4.2424 1.5070 1.2357
O -4.3440 1.9527 2.5821
H -4.9388 -0.5248 1.5467
H -3.2433 -0.2308 1.9415
H -3.7315 -0.3220 0.2583
H -5.1325 1.7869 0.6622
H -3.3752 1.9719 0.7461
H -4.5162 2.8979 2.5910
C 0.1398 -5.3819 0.4590
C 0.9425 -4.2657 1.0633
O 1.2786 -3.2509 0.1014
H 0.7545 -6.0128 -0.1910
H -0.7060 -5.0187 -0.1244
H -0.2470 -6.0541 1.2297
H 1.8557 -4.6541 1.5243
H 0.3890 -3.7510 1.8483
H 1.7034 -3.6722 -0.6545
*
```

The value obtained for the calculated total energy is -1240.25155 Ha. The SMILES is CCO.CCO.CCO.CCO.CCO.CCO.CCO.CCO. The calculation puts the energy above the lowest of the compared OMol25 structures with the same formula, charge and spin at 1.5376 eV. As for the highest occupied orbital energy: -9.6513 eV.



Below is 2 unconnected molecules or ions with the total composition C6H15NO at a distorted geometry, with properties calculated with the ωB97M-V functional and the def2-TZVPD basis.

The geometry in ORCA input format:
```
! RIJCOSX wB97M-V def2-TZVPD def2/J DEFGRID3
* xyz 0 1
C -1.0777 -0.9689 -2.0736
C -0.3083 0.3458 -1.9450
C 1.2532 0.1989 -1.7782
C 1.7914 0.1475 -0.3002
N -0.5368 -0.8229 2.5583
C 0.3184 -0.1442 1.6744
C 0.8733 -0.6413 0.5692
H -2.1127 -0.9120 -2.3968
H -0.4572 -1.5993 -2.7479
H -0.9387 -1.4758 -1.0976
H -0.3311 0.6895 -2.9716
H -0.7695 1.0339 -1.2493
H 1.5882 1.0676 -2.3270
H 1.6018 -0.6108 -2.3905
H 2.8277 -0.2916 -0.4344
H 1.9923 1.1825 -0.0421
H -0.8913 -1.7605 2.5571
H -0.2860 -0.3818 3.4293
H 0.2373 0.9107 1.9260
H 0.6653 -1.6827 0.3414
H -1.6360 1.2808 3.4039
H -2.0195 2.2546 2.1849
O -1.7842 2.1800 3.1098
*
```

The value obtained for the calculated total energy is -367.54213 Ha. The SMILES is CCCC/C=C/N.O. The calculation puts the energy above the lowest of the compared OMol25 structures with the same formula, charge and spin at 2.4265 eV. As for the highest occupied orbital energy: -8.1887 eV.



Below is a molecular structure, C8H24AgFO8 at a distorted geometry, with properties calculated with the ωB97M-V functional and the def2-TZVPD basis.

The geometry in ORCA input format:
```
! RIJCOSX wB97M-V def2-TZVPD def2/J DEFGRID3
* xyz 0 1
Ag -0.7801 -3.5667 1.1040
F 0.1316 -0.3423 -0.4358
C 4.3033 -2.0029 -2.2425
C 4.2658 -3.0424 -1.1157
O 3.5008 -2.5131 -0.0603
O 2.9967 -1.8974 -2.8341
H 4.9729 -2.3430 -3.0324
H 4.7052 -1.0756 -1.8342
H 5.2995 -3.1909 -0.8035
H 3.7638 -3.9480 -1.4563
H 2.8313 -1.8750 -0.3177
H 2.4245 -1.3328 -2.3093
C -4.4639 -0.8561 -1.3613
C -4.9560 -2.0181 -0.4105
O -4.2567 -1.9599 0.8056
O -3.3178 -1.2730 -2.1013
H -4.3045 0.0575 -0.7886
H -5.2710 -0.7049 -2.0781
H -4.7975 -2.9683 -0.9205
H -6.0441 -1.9552 -0.3979
H -4.5601 -1.2437 1.3682
H -2.5365 -1.0317 -1.5983
C -0.9455 -0.0942 4.6549
C -0.8834 1.2343 3.9393
O -1.5692 1.1639 2.7230
O -0.2196 -1.1725 4.0969
H -1.9512 -0.4576 4.8658
H -0.4699 0.0245 5.6285
H 0.1467 1.5550 3.7838
H -1.3783 2.0013 4.5351
H -0.9924 0.7490 2.0776
H 0.6763 -1.0463 4.4178
C 1.7181 4.2802 -1.2187
C 1.2652 3.9258 -2.6162
O 0.1243 3.0105 -2.6111
O 2.2538 3.0995 -0.6091
H 0.8773 4.6769 -0.6497
H 2.3884 5.1389 -1.1796
H 2.1098 3.5112 -3.1664
H 0.9210 4.8022 -3.1653
H 0.4375 2.2688 -2.0884
H 1.5839 2.4120 -0.5982
*
```

The value obtained for the calculated total energy is -1167.72880 Ha. The calculation puts the energy above the lowest of the compared OMol25 structures with the same formula, charge and spin at 3.8496 eV. As for the highest occupied orbital energy: -8.7895 eV.



Below is 2 unconnected molecules or ions with the total composition C26H20FO at a distorted geometry, with properties calculated with the ωB97M-V functional and the def2-TZVPD basis.

The geometry in ORCA input format:
```
! RIJCOSX wB97M-V def2-TZVPD def2/J DEFGRID3
* xyz 1 1
F 3.2183 2.3745 4.2158
C 2.8275 1.0501 4.2835
C 3.7841 0.0517 4.0900
C 3.3281 -1.2645 3.8769
C 1.9629 -1.5463 3.9429
C 1.0221 -0.5113 4.0991
C -0.3775 -0.8002 3.5861
C -1.6544 -0.0288 3.9828
C -2.7201 -0.4336 4.8079
C -3.8670 0.3879 4.9031
C -3.8868 1.6164 4.2229
C -2.8417 2.0121 3.3550
C -1.7258 1.1959 3.3159
C 1.4610 0.7977 4.3630
H 4.8422 0.3210 4.0187
H 4.0707 -2.0643 3.7133
H 1.6266 -2.5804 3.8015
H -0.5588 -1.8964 3.4962
H -2.7341 -1.3968 5.3343
H -4.7634 0.0974 5.4907
H -4.7016 2.3243 4.3923
H -2.8893 2.9136 2.7247
H -0.9151 1.4543 2.6269
H 0.7262 1.5917 4.4969
H -0.2338 -0.3562 2.5964
C -0.8396 -4.0563 0.9766
C -2.1682 -3.9449 0.5812
C -2.4578 -3.9921 -0.8014
O -1.4355 -4.0643 -1.7243
C -0.1270 -4.0830 -1.3078
C 0.1764 -3.8556 0.0503
C 1.4777 -3.3786 0.3778
C 2.5057 -3.4683 -0.5571
C 2.2282 -4.0310 -1.8264
C 0.9154 -4.2286 -2.2396
C -3.7769 -3.7927 -1.2371
C -4.7809 -3.5562 -0.2957
C -4.4723 -3.3160 1.0603
C -3.1713 -3.5180 1.4978
H -0.6024 -3.8536 2.0065
H 1.6212 -2.9500 1.3717
H 3.5276 -3.1412 -0.3252
H 3.0561 -4.1729 -2.5393
H 0.6691 -4.3919 -3.3029
H -3.9643 -3.6686 -2.3189
H -5.8173 -3.3715 -0.6413
H -5.2480 -2.9484 1.7452
H -2.8619 -3.3367 2.5320
*
```

The value obtained for the calculated total energy is -1177.57114 Ha. The calculation puts the energy above the lowest of the compared OMol25 structures with the same formula, charge and spin at 0.2153 eV. As for the highest occupied orbital energy: -11.2421 eV.